{
  "formula": "C5H10O",
  "method": "ωB97M-V/def2-TZVPD",
  "species": ["H", "H", "H", "H", "H", "C", "H", "H", "C", "H", "C", "H", "O", "H", "C", "C"],
  "xyz": [[2.98, -0.11, 0.81], [-0.76, 0.31, 1.15], [0.23, 2.07, -0.32], [-0.20, 1.12, -1.76], [-1.47, 1.81, -0.73], [-0.48, 1.34, -0.72], [-1.28, -1.19, -1.47], [-1.47, -1.89, 0.15], [-1.50, -0.95, -0.42], [1.68, 0.81, 1.74], [-0.49, 0.06, 0.12], [1.23, -1.03, -0.75], [1.25, -1.24, 1.35], [-2.52, -0.56, -0.38], [0.89, -0.54, 0.17], [1.92, -0.02, 1.07]],
  "de_lowest_ev": 1.201,
  "homo_lumo_gap_ev": 11.32,
  "multiplicity": 1,
  "fmax_ev_per_a": 0.29,
  "lumo_ev": 1.125
}